Record 1
Here is 9 unconnected molecules or ions with the total composition C61H68N10O29P3S in a non-equilibrium geometry from OMol25. Energies are from ωB97M-V/def2-TZVPD.

```
172
C61H68N10O29P3S ωB97M-V/def2-TZVPD
C 11.1651 -5.2033 2.5774
C 11.3162 -3.5831 2.7775
O 11.5260 -2.8633 1.6401
O 11.2988 -2.8447 4.0485
C 9.8941 -2.6442 4.5346
C 9.1012 -1.5661 3.5287
C 8.0928 -2.3161 2.5289
C 6.5810 -1.6483 2.2598
P 6.0006 -1.4248 4.1047
P 4.5850 -2.9911 4.7215
O 3.0911 -2.6920 4.1922
O 5.1105 -4.6131 4.3745
O 4.4420 -2.8931 6.4897
N 5.8417 -2.8093 1.5572
O 4.5062 -2.6441 1.5047
C 6.2999 -3.0873 0.1369
C 5.0221 -3.4969 -0.8795
C 5.5684 -3.8529 -2.4241
O 4.7804 -4.7016 -3.1372
P 7.3370 -4.7296 -0.0347
O 8.1403 -5.1602 1.2398
O 8.4643 -4.7178 -1.3614
O 6.2904 -6.1406 -0.3359
C 6.9598 -1.7960 -0.6067
O 7.4747 -0.7091 0.1750
C 6.6214 -0.3150 1.3467
C 7.5300 0.9582 1.9523
N 6.9348 1.6024 3.1798
S 5.0467 0.5045 0.8217
C 3.8005 0.8739 2.2153
O 4.1894 -0.2090 -0.2495
O 5.2510 1.9368 0.1762
H 12.1993 -5.6974 2.8111
H 10.9038 -5.3933 1.4303
H 10.2775 -5.5612 3.2498
H 9.9146 -2.2775 5.6575
H 9.4113 -3.7090 4.5367
H 9.9891 -1.1370 2.8494
H 8.7191 -0.6329 4.1169
H 7.8471 -3.3547 3.0685
H 8.6541 -2.5902 1.5404
H 5.2431 -0.1946 4.2674
H 5.7084 -4.9842 5.0873
H 4.9737 -3.6524 6.8712
H 5.9711 -3.7305 2.0754
H 4.0671 -3.5104 1.8232
H 4.2737 -2.6258 -1.0644
H 4.3765 -4.3874 -0.4253
H 6.5940 -3.4209 -2.8415
H 9.0791 -5.5262 -1.2582
H 5.6516 -6.1037 0.4355
H 7.8659 -2.2019 -1.2722
H 6.2092 -1.3404 -1.4165
H 7.6100 1.8504 1.1567
H 8.6830 0.6655 2.0638
H 7.5123 1.2721 4.0076
H 7.0425 2.6438 3.1511
H 2.8479 1.4142 1.7401
H 3.5195 -0.0959 2.8077
H 4.3015 1.6495 2.9459
C 5.6359 1.3077 -5.4092
C 6.6410 1.5343 -6.3508
C 7.9686 1.6663 -5.9392
C 8.2805 1.5645 -4.5765
C 7.2725 1.3447 -3.6283
C 5.9480 1.2173 -4.0516
N 9.6775 1.6769 -4.1401
O 10.5379 1.8902 -5.0072
O 9.9169 1.5481 -2.9310
H 4.6029 1.1998 -5.7354
H 6.3897 1.6050 -7.4069
H 8.7403 1.8425 -6.6854
H 7.4998 1.2686 -2.5670
H 5.1587 1.0435 -3.3235
C -2.0357 -0.7031 0.9336
C -2.7027 0.0437 1.9060
C -2.1316 1.2178 2.4006
C -0.8885 1.6392 1.9087
C -0.2131 0.8874 0.9381
C -0.7930 -0.2866 0.4531
N -0.2947 2.8860 2.4061
O -0.9142 3.5129 3.2785
O 0.7893 3.2425 1.9226
H -2.4876 -1.6149 0.5469
H -3.6702 -0.2882 2.2766
H -2.6641 1.7885 3.1583
H 0.7544 1.2002 0.5511
H -0.2780 -0.8755 -0.3026
C -4.4248 -5.9809 -3.6011
C -3.2441 -5.3059 -3.9152
C -2.8358 -4.2149 -3.1455
C -3.6186 -3.8094 -2.0558
C -4.8082 -4.4805 -1.7429
C -5.2078 -5.5684 -2.5216
N -3.1816 -2.6792 -1.2275
O -2.1332 -2.0996 -1.5481
O -3.8832 -2.3721 -0.2531
H -4.7362 -6.8345 -4.2007
H -2.6400 -5.6325 -4.7589
H -1.9131 -3.6995 -3.4033
H -5.4279 -4.1733 -0.9030
H -6.1281 -6.0977 -2.2850
C -7.1090 1.8497 6.0501
C -5.7573 1.8091 5.7045
C -5.1787 0.6108 5.2819
C -5.9677 -0.5452 5.2044
C -7.3230 -0.5090 5.5581
C -7.8898 0.6946 5.9820
N -5.3714 -1.8022 4.7365
O -4.1647 -1.7979 4.4510
O -6.1092 -2.7942 4.6498
H -7.5570 2.7876 6.3737
H -5.1548 2.7132 5.7616
H -4.1239 0.5957 5.0160
H -7.9458 -1.3997 5.5073
H -8.9418 0.7336 6.2558
C 10.6528 7.3564 -6.0066
C 11.1440 6.4154 -6.9129
C 10.2752 5.5022 -7.5134
C 8.9094 5.5434 -7.2010
C 8.4148 6.4820 -6.2857
C 9.2938 7.3884 -5.6895
N 7.9871 4.6027 -7.8482
O 8.4661 3.7751 -8.6378
O 6.7824 4.6924 -7.5714
H 11.3332 8.0701 -5.5452
H 12.2048 6.3958 -7.1538
H 10.6737 4.7751 -8.2176
H 7.3579 6.5220 -6.0305
H 8.9190 8.1228 -4.9800
C -8.7227 -0.5141 -3.8631
C -7.3710 -0.5547 -4.2087
C -6.7924 -1.7530 -4.6313
C -7.5814 -2.9090 -4.7088
C -8.9367 -2.8728 -4.3551
C -9.5035 -1.6692 -3.9312
N -6.9851 -4.1660 -5.1767
O -5.7784 -4.1617 -5.4622
O -7.7229 -5.1580 -5.2634
H -9.1707 0.4238 -3.5395
H -6.7685 0.3494 -4.1516
H -5.7376 -1.7681 -4.8972
H -9.5595 -3.7635 -4.4059
H -10.5555 -1.6302 -3.6574
C -12.9275 2.4868 2.7019
C -12.4003 3.6730 3.2149
C -11.0315 3.7781 3.4694
C -10.1953 2.6856 3.2011
C -10.7231 1.4909 2.6933
C -12.0940 1.3968 2.4455
N -8.7519 2.7984 3.4425
O -8.3262 3.8652 3.9100
O -8.0414 1.8226 3.1614
H -13.9946 2.4116 2.4998
H -13.0565 4.5177 3.4135
H -10.6362 4.7094 3.8691
H -10.0863 0.6336 2.4852
H -12.5128 0.4747 2.0485
C -17.0754 6.8400 1.0994
C -15.7237 6.7994 0.7538
C -15.1451 5.6011 0.3312
C -15.9341 4.4452 0.2536
C -17.2895 4.4813 0.6073
C -17.8563 5.6849 1.0313
N -15.3378 3.1882 -0.2142
O -14.1311 3.1925 -0.4997
O -16.0756 2.1961 -0.3009
H -17.5234 7.7780 1.4229
H -15.1213 7.7035 0.8109
H -14.0904 5.5860 0.0653
H -17.9122 3.5906 0.5566
H -18.9083 5.7240 1.3051
```

Summary:
total charge = +1

Record 2
Here is 9 unconnected molecules or ions with the total composition C61H89F8N10O10PS in a non-equilibrium geometry from OMol25. Energies are from ωB97M-V/def2-TZVPD.

```
180
C61H89F8N10O10PS ωB97M-V/def2-TZVPD
C -2.1812 -2.1276 -2.9905
C -3.2647 -1.4499 -3.8355
O -4.4052 -1.1130 -3.0664
C -2.8378 -0.2821 -4.7086
O -2.7594 1.0094 -4.1084
C -2.4434 1.1304 -2.7935
C -1.1279 1.0008 -2.3257
C -0.0752 0.6973 -3.3666
C 0.1920 1.8559 -4.3581
C 0.1668 3.2615 -3.7628
C 0.6936 4.2606 -4.8204
N 0.0827 5.5858 -4.7770
C -0.8884 1.1455 -0.9512
S 0.8251 1.0253 -0.4267
O 1.7190 1.5798 -1.4046
O 1.0151 1.5906 0.8778
C 1.2391 -0.8041 -0.1877
F 2.0358 -0.8880 0.8797
F 0.0831 -1.4327 0.1050
C 1.8504 -1.5674 -1.3993
F 2.7606 -0.8487 -2.0605
F 0.8445 -1.9443 -2.2055
C 2.5699 -2.8794 -0.9600
F 3.7080 -2.6121 -0.3307
F 1.7972 -3.6799 -0.2439
F 2.8880 -3.5293 -2.0936
C -1.9349 1.3846 -0.0167
P -1.7752 1.4331 1.7992
O -3.0389 1.2462 2.5172
O -0.8188 0.1835 2.1260
O -1.0445 2.7912 2.1456
C -3.2048 1.5858 -0.5474
C -3.4565 1.4584 -1.9108
C -4.8839 1.6528 -2.3918
O -5.1424 2.2526 -3.4026
C -5.8999 1.0612 -1.4728
C -7.0232 0.3846 -1.9396
N -7.2413 0.2574 -3.3535
C -7.8962 -0.1651 -0.9934
C -9.1156 -0.9612 -1.4044
C -8.7724 -2.3963 -1.8696
O -9.4065 -2.7451 -3.1015
C -7.6416 -0.0195 0.3646
C -6.5306 0.6743 0.8430
C -6.2831 0.7898 2.3290
C -7.4492 1.4167 3.1183
C -7.9182 0.5355 4.2559
F -7.0267 2.6485 3.6274
C -5.6578 1.2049 -0.1023
C -4.4333 1.9858 0.2487
O -4.4368 2.9218 1.0034
H -1.2498 -2.2440 -3.5390
H -2.0502 -1.6054 -2.0413
H -2.5496 -3.1247 -2.7341
H -3.5724 -2.2236 -4.5554
H -4.7347 -1.9003 -2.6234
H -1.9037 -0.5664 -5.2050
H -3.5663 -0.1766 -5.5127
H 0.8436 0.3267 -2.9440
H -0.4703 -0.1267 -3.9602
H -0.5501 1.7714 -5.1548
H 1.1544 1.6353 -4.8299
H 0.8215 3.2526 -2.8896
H -0.8555 3.5032 -3.4631
H 0.5363 3.7990 -5.7975
H 1.7641 4.3187 -4.6360
H -0.8840 5.5239 -4.4895
H 0.5897 6.1748 -4.1320
H -0.0995 0.4309 2.7185
H -0.8147 2.8502 3.0848
H -7.5170 -0.6969 -3.5442
H -7.9965 0.8675 -3.6453
H -9.6862 -0.4548 -2.1821
H -9.7320 -1.0590 -0.5107
H -7.6886 -2.5213 -1.9600
H -9.1554 -3.1222 -1.1544
H -8.9299 -2.3600 -3.8409
H -8.3287 -0.4747 1.0794
H -5.3428 1.2867 2.5520
H -6.1695 -0.2426 2.6768
H -8.2584 1.6083 2.4097
H -7.0754 0.0031 4.7008
H -8.6606 -0.1791 3.9126
H -8.3757 1.1545 5.0312
C 6.6969 2.6767 -5.5324
C 5.6591 2.9789 -4.4582
C 4.2341 2.5984 -4.8737
C 3.7853 3.3343 -6.0591
N 3.4176 3.9135 -6.9781
H 6.5181 3.2510 -6.4404
H 7.6962 2.9305 -5.1768
H 6.6900 1.6147 -5.7886
H 5.6911 4.0412 -4.2077
H 5.9087 2.4282 -3.5489
H 3.5334 2.8106 -4.0628
H 4.1791 1.5299 -5.0925
C 8.5053 -0.9062 -0.7170
C 7.3931 -1.8989 -1.0332
C 7.6071 -2.6365 -2.3600
C 7.6507 -1.7027 -3.4870
N 7.6911 -0.9665 -4.3657
H 8.5617 -0.1167 -1.4678
H 8.3276 -0.4297 0.2462
H 9.4755 -1.4051 -0.6700
H 6.4357 -1.3751 -1.0634
H 7.3283 -2.6358 -0.2304
H 6.7982 -3.3463 -2.5379
H 8.5449 -3.1956 -2.3395
C 2.2054 0.4580 5.4979
C 2.5240 1.4090 4.3498
C 2.2617 2.8775 4.7047
C 0.8523 3.0856 5.0426
N -0.2553 3.2368 5.3093
H 1.1489 0.4975 5.7709
H 2.4320 -0.5704 5.2167
H 2.7974 0.7032 6.3821
H 1.9293 1.1376 3.4730
H 3.5715 1.2977 4.0715
H 2.5159 3.5226 3.8632
H 2.8719 3.1775 5.5549
C 9.8414 1.1902 -7.5152
C 10.4907 2.0067 -8.6270
C 10.3308 3.5181 -8.4238
C 8.9189 3.9009 -8.3989
N 7.8047 4.1714 -8.3751
H 8.7643 1.3572 -7.4764
H 10.0017 0.1247 -7.6781
H 10.2605 1.4476 -6.5405
H 10.0571 1.7231 -9.5876
H 11.5561 1.7745 -8.6761
H 10.8201 4.0679 -9.2284
H 10.7878 3.8255 -7.4816
C -12.2485 -3.8763 1.2402
C -11.0635 -4.6302 1.8326
C -10.4029 -3.8843 2.9993
C -9.8906 -2.5856 2.5727
N -9.4863 -1.5660 2.2372
H -11.9409 -2.9175 0.8195
H -12.7067 -4.4532 0.4373
H -13.0116 -3.6866 1.9971
H -10.3223 -4.8122 1.0515
H -11.3945 -5.6059 2.1913
H -9.5700 -4.4581 3.4055
H -11.1137 -3.7180 3.8095
C -9.4263 -2.1610 9.6010
C -8.1457 -1.5772 9.0162
C -8.3785 -0.8269 7.6995
C -8.9287 -1.7103 6.6719
N -9.3606 -2.4130 5.8745
H -9.8674 -2.9007 8.9315
H -9.2221 -2.6574 10.5495
H -10.1673 -1.3803 9.7825
H -7.4221 -2.3779 8.8530
H -7.7004 -0.8854 9.7327
H -7.4432 -0.4116 7.3229
H -9.0746 0.0004 7.8483
C 11.3588 -6.1736 0.8343
C 10.8040 -5.3919 -0.3502
C 11.6431 -4.1553 -0.6936
C 11.6927 -3.2158 0.4277
N 11.7166 -2.4787 1.3059
H 11.3568 -5.5710 1.7433
H 10.7529 -7.0589 1.0256
H 12.3825 -6.5009 0.6440
H 9.7783 -5.0850 -0.1343
H 10.7661 -6.0391 -1.2282
H 11.2222 -3.6340 -1.5549
H 12.6645 -4.4446 -0.9458
C 5.3623 0.8676 9.2394
C 5.6749 2.3549 9.3541
C 4.8649 3.2092 8.3715
C 5.1476 2.8351 6.9852
N 5.3814 2.5305 5.9040
H 5.6215 0.4820 8.2523
H 5.9331 0.2995 9.9732
H 4.3022 0.6738 9.4146
H 6.7401 2.5178 9.1824
H 5.4587 2.6961 10.3674
H 5.1030 4.2662 8.4938
H 3.7950 3.0838 8.5506
```

Summary:
structure (SMILES) = C[C@@H](O)COc1c(CCCCN)c(S(=O)(=O)C(F)(F)C(F)(F)C(F)(F)F)c(P(=O)(O)O)c2c1C(=O)c1c(N)c(CCO)cc(C[C@@H](C)F)c1C2=O.CCCC#N.CCCC#N.CCCC#N.CCCC#N.CCCC#N.CCCC#N.CCCC#N.CCCC#N
total charge = 0

| no. | E_HOMO (eV) | electronic energy (hartree) |
| --- | --- | --- |
| 1 | -10.855 | -6515.618742 |
| 2 | -8.564 | -5216.204636 |